152
Properties=species:S:1:pos:R:3:forces:R:3:mulliken_charge:R:1 method="wB97M-V/def2-TZVPD" total_charge=+2 gap_ev=3.37 largest_force_ha_per_bohr=0.082 de_lowest_kcal_mol=62.0
Na 1.592 -1.347 3.084 0.86 1.00 0.58 0.7863
Na -2.222 -2.023 2.814 -0.83 0.86 0.27 0.8487
Na 0.215 -1.763 -0.030 0.25 0.61 -1.22 0.7670
B 0.465 0.777 0.935 -0.19 3.20 0.37 0.1393
F 0.063 0.681 -0.343 -1.40 -0.42 -1.81 -0.3260
F -0.287 -0.042 1.773 -2.17 -2.58 1.18 0.0048
F 1.668 0.213 1.000 3.75 -1.80 0.43 0.0655
F 0.424 2.045 1.461 -0.10 0.09 -0.16 -0.3079
C -9.946 -5.809 -0.116 0.98 -0.85 0.75 -0.7167
O -9.540 -4.739 -0.948 -0.19 -0.18 -0.30 -0.3183
C -8.156 -4.885 -1.226 0.59 0.51 -0.21 -0.3461
C -7.719 -3.809 -2.216 -0.86 0.14 -0.75 -0.7653
N -6.280 -3.549 -2.391 -0.59 -0.93 1.44 -0.3155
C -5.830 -2.612 -1.358 0.27 0.31 -0.97 -1.1907
C -4.329 -2.366 -1.349 -0.05 -0.22 -0.67 0.5208
O -4.009 -1.367 -2.325 0.64 -0.13 1.77 -0.4399
C -2.709 -0.781 -2.132 -1.37 -0.08 -1.21 -0.0299
H -10.977 -5.923 0.222 -0.29 0.87 -0.94 0.2984
H -9.402 -5.756 0.827 0.32 0.11 0.29 0.2814
H -9.628 -6.752 -0.560 -0.22 -0.22 -0.17 0.3050
H -7.888 -5.837 -1.684 -0.31 -0.43 0.25 0.3122
H -7.600 -4.778 -0.294 0.23 -0.12 0.29 0.2248
H -8.296 -2.925 -1.945 0.14 0.53 0.12 0.3399
H -8.127 -4.089 -3.187 0.07 -0.09 -0.09 0.4084
H -6.139 -3.187 -3.323 0.15 0.24 0.13 0.3148
H -6.139 -2.872 -0.345 -0.17 -0.66 -0.19 0.4264
H -6.336 -1.670 -1.569 0.20 0.59 0.31 0.4743
H -3.724 -3.244 -1.579 -0.38 -0.57 -0.24 0.2724
H -4.027 -2.175 -0.319 0.14 1.14 0.26 -0.2667
H -2.539 -0.319 -1.160 -0.35 0.06 0.31 -0.1098
H -2.763 -0.017 -2.907 0.85 0.17 0.19 0.3202
H -1.920 -1.505 -2.336 0.24 -0.12 -0.16 0.0807
C 4.969 0.029 3.724 1.20 0.92 0.87 -0.9096
O 3.926 -0.514 2.971 -0.80 -0.41 0.24 -0.0025
C 4.362 -1.349 1.927 -0.05 -1.38 -0.31 -0.3344
C 4.636 -2.827 2.376 -0.26 1.72 0.20 -0.7341
N 3.426 -3.421 2.959 0.31 -0.14 -0.08 0.0286
C 3.560 -4.889 2.991 -1.65 -0.08 0.03 -0.7951
C 4.526 -5.363 4.048 -0.15 -0.01 -0.44 -0.5372
O 5.487 -6.141 3.380 1.28 0.23 0.92 -0.3265
C 6.598 -6.499 4.234 -0.39 -1.00 0.19 -0.8174
H 5.793 -0.651 3.939 -0.07 -0.37 -0.32 0.3538
H 4.666 0.377 4.711 -0.66 -0.15 -0.13 0.3004
H 5.386 0.905 3.228 0.08 0.02 -0.25 0.2413
H 5.191 -0.927 1.359 0.27 0.01 0.22 0.3982
H 3.538 -1.364 1.213 -0.23 -0.02 -0.26 -0.2064
H 5.378 -2.794 3.174 0.22 -0.18 -0.18 0.3866
H 5.013 -3.411 1.537 0.12 0.04 -0.12 0.5297
H 2.634 -3.202 2.372 -0.08 -0.26 -0.77 -0.0158
H 3.747 -5.355 2.023 0.79 0.29 -0.23 0.4364
H 2.572 -5.300 3.197 -0.26 0.15 0.38 0.4749
H 3.941 -5.904 4.791 0.33 -0.45 0.25 0.4010
H 4.939 -4.491 4.554 0.37 0.05 0.10 0.3012
H 7.051 -5.706 4.830 -0.25 0.58 -0.39 0.3325
H 7.384 -7.006 3.675 -0.25 0.35 -0.45 0.2687
H 6.274 -7.245 4.960 -0.27 -0.08 0.15 0.3331
C -5.371 -0.745 2.261 -0.96 -1.19 -0.19 -0.7858
O -4.038 -0.553 1.930 1.91 0.06 -0.14 -0.0824
C -3.582 0.772 2.014 -0.58 1.16 1.85 -0.3517
C -3.268 1.119 3.528 -0.60 0.11 -1.37 -0.8987
N -2.156 0.304 3.914 1.17 -0.69 1.62 0.1329
C -1.710 0.647 5.293 0.92 -0.68 -0.48 -0.8319
C -0.354 -0.061 5.564 -0.92 0.00 0.74 -0.6289
O 0.658 0.157 4.615 0.15 0.05 -0.47 -0.2318
C 1.030 1.519 4.485 0.31 1.06 -0.15 -0.6176
H -5.764 -0.279 3.165 0.61 0.03 0.36 0.4066
H -5.321 -1.830 2.352 -1.36 -0.08 0.19 0.2279
H -6.046 -0.418 1.470 0.07 -0.18 -0.32 0.2380
H -4.384 1.421 1.661 0.23 0.28 -0.28 0.4214
H -2.681 0.868 1.408 -0.09 0.14 -0.01 -0.1020
H -4.088 0.922 4.218 -0.36 -0.37 -0.35 0.4268
H -3.078 2.176 3.713 0.22 0.32 -0.54 0.5071
H -1.354 0.517 3.338 0.01 0.32 -0.30 -0.2176
H -2.442 0.344 6.042 0.01 -0.27 -0.07 0.4820
H -1.604 1.724 5.421 0.07 0.21 -0.14 0.3682
H -0.503 -1.140 5.566 -0.14 -0.15 0.13 0.2823
H 0.039 0.222 6.541 -0.19 0.05 0.20 0.4033
H 1.233 2.072 5.403 0.09 -0.72 0.70 0.4444
H 0.235 2.121 4.047 0.10 -0.21 -0.63 0.2339
H 1.960 1.556 3.917 -0.31 0.02 -0.32 -0.0470
C 5.430 -0.040 -1.648 0.39 0.65 0.00 -0.6773
O 4.816 -1.308 -1.730 -1.23 -0.33 0.24 -0.3891
C 3.401 -1.267 -1.993 0.94 -0.14 0.10 -0.2533
C 2.804 -2.649 -1.686 1.33 2.02 -0.16 -0.5401
N 1.391 -2.742 -2.054 1.70 0.26 1.04 -0.2151
C 1.122 -4.105 -1.753 -3.26 -2.31 -1.40 -0.9562
C -0.381 -4.352 -2.033 -0.25 -1.38 -1.29 0.0283
O -0.696 -4.379 -3.461 0.48 1.13 1.50 -0.4038
C -2.112 -4.321 -3.721 0.51 -0.89 0.04 -0.6625
H 5.406 0.552 -2.564 -0.02 -0.31 -0.38 0.4820
H 6.476 -0.179 -1.377 -0.07 -0.19 -0.14 0.3774
H 4.993 0.621 -0.900 -0.36 -0.15 0.39 -0.0235
H 3.249 -0.956 -3.027 -0.18 -0.12 -0.24 0.6488
H 2.899 -0.531 -1.364 0.04 0.33 0.20 0.0439
H 2.876 -2.764 -0.605 0.13 -0.29 0.25 -0.1195
H 3.428 -3.409 -2.155 -0.03 -0.18 -0.04 0.4831
H 1.376 -2.684 -3.063 -0.52 0.37 -0.33 0.3205
H 1.352 -4.499 -0.764 0.03 0.81 0.58 0.4327
H 1.668 -4.816 -2.374 0.20 0.04 -0.37 0.5217
H -1.013 -3.622 -1.527 -0.17 0.58 0.09 -0.2353
H -0.697 -5.318 -1.640 0.08 -0.25 0.23 0.5210
H -2.631 -3.508 -3.212 0.25 0.20 -0.14 0.1462
H -2.546 -5.267 -3.398 -0.26 -0.07 0.12 0.3381
H -2.252 -4.267 -4.801 0.17 0.23 0.14 0.3155
C -1.748 3.685 -1.625 1.12 0.42 -0.39 -0.7696
O -2.863 4.319 -2.182 -0.27 0.29 -0.72 -0.2327
C -2.547 5.243 -3.250 -1.39 1.09 0.11 -0.7971
C -3.825 6.111 -3.607 2.03 -2.23 -1.72 -0.3727
N -4.031 7.166 -2.718 -0.15 0.47 2.06 -0.3721
C -5.346 7.787 -2.737 -0.08 -0.48 -0.61 -0.9429
C -6.531 6.879 -2.350 -0.52 0.65 -0.19 -0.3660
O -7.196 6.381 -3.498 -0.27 -0.21 -0.44 -0.3380
C -8.181 5.405 -3.184 0.79 -0.48 -0.09 -0.7281
H -1.957 2.717 -1.170 -0.58 0.22 0.22 0.0961
H -1.230 4.358 -0.941 -0.10 -0.05 0.54 0.3898
H -0.973 3.467 -2.360 -0.01 -0.10 -0.53 0.3473
H -2.207 4.748 -4.160 -0.09 -0.48 0.08 0.4274
H -1.778 5.969 -2.987 0.29 -0.13 0.50 0.3828
H -4.617 5.381 -3.773 -0.56 0.06 0.17 0.2616
H -3.576 6.546 -4.575 -0.15 -0.12 -0.38 0.3534
H -3.903 6.755 -1.805 0.09 0.29 0.53 0.2256
H -5.514 8.106 -3.765 -0.21 0.17 -0.06 0.4137
H -5.283 8.691 -2.131 -0.24 -0.15 0.15 0.3785
H -7.260 7.471 -1.797 -0.06 0.14 0.37 0.4481
H -6.257 6.024 -1.731 0.46 -0.04 0.26 0.3160
H -8.316 4.742 -4.039 0.01 0.29 -0.22 0.2581
H -9.162 5.765 -2.877 0.09 0.51 0.06 0.2930
H -7.771 4.772 -2.397 -0.17 -0.19 0.32 0.3073
C 3.934 2.748 0.847 -0.28 1.12 -2.38 -0.6940
O 4.696 3.695 0.034 0.35 -0.33 1.60 -0.3613
C 5.647 4.409 0.824 0.86 0.19 -0.20 -0.3496
C 6.754 5.194 0.040 -0.48 -0.70 -0.33 -0.9303
N 7.813 4.410 -0.658 -0.96 0.44 0.84 -0.3125
C 7.265 3.444 -1.582 -1.40 0.15 -0.68 -0.4816
C 8.244 3.056 -2.627 -0.63 -1.54 -0.66 -0.5289
O 7.616 1.981 -3.390 1.54 -0.63 0.18 -0.2106
C 8.463 1.497 -4.471 -0.56 0.61 0.01 -0.8437
H 3.229 2.489 0.056 -0.36 -0.78 0.47 0.1139
H 3.347 3.194 1.650 0.33 0.29 0.23 0.6017
H 4.494 1.873 1.177 0.31 0.11 0.06 0.1168
H 6.158 3.719 1.496 0.26 -0.45 0.07 0.2510
H 5.147 5.095 1.507 -0.30 0.35 -0.12 0.4324
H 7.207 5.869 0.768 0.22 -0.14 0.04 0.4327
H 6.294 5.845 -0.704 -0.14 -0.07 -0.08 0.3358
H 8.267 3.828 0.032 0.46 0.32 0.38 0.3254
H 6.425 3.826 -2.163 -0.33 0.43 0.46 0.2736
H 6.876 2.567 -1.065 0.01 -0.35 -0.02 0.2214
H 9.099 2.663 -2.077 0.76 0.26 -0.72 0.2744
H 8.361 3.878 -3.333 0.89 0.15 0.33 0.3232
H 9.525 1.310 -4.315 0.17 0.52 1.05 0.3366
H 8.400 2.262 -5.244 0.01 -0.31 -0.45 0.3177
H 8.151 0.510 -4.814 -0.79 0.29 -0.02 0.2469